ORCA calculation (the ωB97M-V functional and the def2-TZVPD basis) on 2 unconnected molecules or ions with the total composition C3H12N2S in a non-equilibrium geometry.

## Properties
Electronic energy   -629.16788 Eh
LUMO   1.09 eV

```
! wB97M-V def2-TZVPD RIJCOSX def2/J DEFGRID3
* xyz 0 1
C 2.948 -0.094 -3.356
C 3.625 -1.361 -3.914
S 2.564 -2.385 -4.958
H 1.942 -0.371 -3.020
H 3.034 0.724 -4.058
H 3.442 0.184 -2.411
H 4.415 -1.099 -4.633
H 4.174 -1.885 -3.130
H 1.568 -2.573 -4.077
N -3.169 3.031 5.776
C -3.371 1.630 5.435
N -4.756 1.205 5.562
H -3.613 3.619 5.079
H -3.646 3.251 6.655
H -2.949 1.599 4.426
H -2.777 1.039 6.129
H -5.394 1.877 5.151
H -4.898 0.305 5.117
*
```

natural (NBO) atomic charge list, values in e, 6 entries: C -0.618; C -0.524; S -0.031; H 0.210; H 0.219; H 0.209

=====

ORCA calculation (the ωB97M-V functional and the def2-TZVPD basis) on a gas-phase ion, C8H11N4 (charge +1) in a non-equilibrium geometry.

## Properties
Electronic energy   -529.98234 Eh
LUMO (alpha / beta)   -4.95 / -4.95 eV

```
! wB97M-V def2-TZVPD RIJCOSX def2/J DEFGRID3
* xyz 1 1
C -2.120 0.037 0.750
C -0.305 1.057 -0.131
C -0.133 -0.348 -0.020
C 1.815 -1.061 -1.053
C 2.768 0.512 0.379
C 1.918 0.840 1.309
C -2.252 2.507 0.468
C -0.051 -2.488 -0.982
N -1.267 -0.968 0.461
N -1.535 1.208 0.409
N 0.647 -1.283 -0.632
N 2.778 -0.105 -0.780
H -3.045 -0.065 1.135
H 2.261 -1.760 -1.731
H 2.134 0.778 2.435
H 0.821 1.354 0.866
H -1.797 3.144 -0.230
H -3.388 2.241 0.273
H -2.195 2.975 1.545
H -1.094 -2.379 -1.327
H 0.489 -2.973 -1.772
H -0.075 -3.110 -0.060
H 3.625 -0.114 -1.312
*
```

natural (NBO) atomic charge list, values in e, 6 entries: C 0.243; C -0.099; C 0.182; C 0.325; C 0.278; C -0.387

=====

ORCA calculation (the ωB97M-V functional and the def2-TZVPD basis) on a single C20H21N3O5 molecule.

## Properties
Electronic energy   -1315.20475 Eh
LUMO   0.69 eV

```
! wB97M-V def2-TZVPD RIJCOSX def2/J DEFGRID3
* xyz 0 1
C 6.614 1.142 -0.626
H 6.421 1.938 0.095
O 6.103 -0.097 -0.186
C 4.781 -0.279 0.064
C 4.468 -1.558 0.525
C 3.177 -1.938 0.822
C 2.149 -1.015 0.675
C 2.448 0.271 0.236
C 3.739 0.659 -0.085
O 4.046 1.915 -0.540
C 3.001 2.841 -0.712
H 2.263 2.485 -1.437
H 3.476 3.744 -1.093
H 2.502 3.067 0.236
H 1.624 0.959 0.144
C 0.734 -1.311 0.965
O -0.084 -0.474 1.313
N 0.368 -2.621 0.872
H 0.948 -3.305 0.413
N -0.982 -2.972 1.016
H -1.377 -2.230 1.603
C -1.712 -3.007 -0.263
C -1.548 -1.698 -1.037
O -0.540 -1.291 -1.556
N -2.755 -1.046 -1.017
C -3.783 -1.778 -0.458
O -4.923 -1.410 -0.380
C -3.212 -3.116 -0.020
H -3.674 -3.908 -0.610
H -3.446 -3.303 1.027
C -2.947 0.287 -1.561
C -3.415 1.246 -0.497
C -4.609 1.937 -0.645
C -5.036 2.809 0.341
C -4.278 2.991 1.484
C -3.088 2.299 1.638
C -2.655 1.431 0.652
H -1.728 0.892 0.781
H -2.493 2.433 2.529
H -4.615 3.668 2.255
H -5.968 3.342 0.218
H -5.209 1.788 -1.530
H -1.976 0.590 -1.965
H -3.681 0.233 -2.371
H -1.299 -3.841 -0.841
H 2.988 -2.931 1.199
H 5.288 -2.249 0.641
H 7.689 0.986 -0.717
H 6.204 1.426 -1.597
*
```

natural (NBO) atomic charge list, values in e, 6 entries: C -0.241; H 0.184; O -0.490; C 0.266; C -0.244; C -0.189

=====

ORCA calculation (the ωB97M-V functional and the def2-TZVPD basis) on a molecular structure, C20H24N4OPtS in a non-equilibrium geometry.

## Properties
Electronic energy   -1588.28118 Eh
LUMO   4.96 eV

```
! wB97M-V def2-TZVPD RIJCOSX def2/J DEFGRID3
* xyz -2 1
Pt 0.116 -0.231 -0.266
N 1.320 -3.578 -2.785
C 1.149 -2.461 -1.940
S -0.479 -1.968 -1.605
N 2.214 -1.893 -1.495
N 1.972 -0.785 -0.688
C 3.075 -0.149 -0.327
C 3.148 1.020 0.487
C 4.428 1.562 0.733
C 4.637 2.705 1.481
C 3.531 3.366 2.018
C 2.258 2.867 1.802
C 2.008 1.690 1.059
O 0.777 1.294 0.957
H 0.565 -4.239 -2.669
H 2.217 -4.011 -2.613
H 4.002 -0.561 -0.718
H 5.280 1.043 0.302
H 5.643 3.079 1.639
H 3.663 4.270 2.604
H 1.387 3.366 2.211
C -2.955 -0.251 2.929
C -3.293 -1.392 1.964
C -2.152 -2.408 1.911
C -3.738 -0.881 0.603
C -4.998 -1.252 0.165
C -5.545 -0.789 -1.028
C -4.795 0.127 -1.757
C -3.528 0.541 -1.378
C -2.898 1.653 -2.206
C -2.443 2.843 -1.355
C -1.775 1.204 -3.142
C -2.898 -0.016 -0.198
N -1.687 0.348 0.223
H -2.706 -0.647 3.921
H -3.804 0.431 3.031
H -2.106 0.312 2.542
H -4.167 -1.918 2.375
H -1.242 -1.947 1.531
H -2.402 -3.243 1.252
H -1.954 -2.803 2.915
H -5.578 -1.930 0.789
H -6.529 -1.102 -1.358
H -5.222 0.557 -2.663
H -3.711 2.015 -2.852
H -1.648 2.537 -0.676
H -3.273 3.226 -0.755
H -2.077 3.651 -1.998
H -0.900 0.883 -2.579
H -1.479 2.033 -3.796
H -2.095 0.366 -3.766
*
```

natural (NBO) atomic charge list, values in e, 6 entries: Pt 0.765; N -0.829; C 0.231; S -0.167; N -0.444; N -0.291

=====

ORCA calculation (the ωB97M-V functional and the def2-TZVPD basis) on a single C5H4OS2 molecule in a non-equilibrium geometry.

## Properties
Electronic energy   -1064.46103 Eh
LUMO   -2.40 eV

```
! wB97M-V def2-TZVPD RIJCOSX def2/J DEFGRID3
* xyz 0 1
C -1.697 0.596 0.648
C -0.734 -0.462 0.342
C 0.503 -0.294 -0.183
C 1.301 -1.552 -0.406
C 1.071 0.999 -0.530
H -1.410 1.635 0.445
H -1.042 -1.460 0.566
H 2.301 -1.419 -0.845
H 0.448 1.838 -0.333
O 0.860 -2.656 -0.133
S -3.163 0.289 1.287
S 2.548 1.270 -1.162
*
```

natural (NBO) atomic charge list, values in e, 6 entries: C -0.332; C -0.119; C -0.190; C 0.402; C -0.285; H 0.202

=====

ORCA calculation (the ωB97M-V functional and the def2-TZVPD basis) on a single C5H9NO molecule in a non-equilibrium geometry.

## Properties
Electronic energy   -325.83550 Eh
LUMO   0.96 eV

```
! wB97M-V def2-TZVPD RIJCOSX def2/J DEFGRID3
* xyz 0 1
C -2.091 -0.855 -0.328
C 1.447 0.042 0.425
C 1.027 -1.419 0.145
C 0.355 -0.290 -0.557
C -1.316 1.440 0.180
N -0.979 0.094 -0.195
O -3.247 -0.626 -0.108
H -1.701 -1.753 -0.748
H 1.374 0.376 1.369
H 2.468 0.141 0.097
H 1.693 -2.049 -0.481
H 0.566 -1.887 0.966
H 0.544 -0.282 -1.550
H -0.818 1.997 -0.515
H -2.252 1.792 0.051
H -1.022 1.618 1.255
*
```

natural (NBO) atomic charge list, values in e, 6 entries: C 0.553; C -0.423; C -0.413; C -0.053; C -0.403; N -0.461

=====

ORCA calculation (the ωB97M-V functional and the def2-TZVPD basis) on 5 unconnected molecules or ions with the total composition C15H30N6O5P in a non-equilibrium geometry.

## Properties
Electronic energy   -1635.09368 Eh
LUMO   -4.42 eV

```
! wB97M-V def2-TZVPD RIJCOSX def2/J DEFGRID3
* xyz 1 1
N 3.371 -1.524 -5.261
P 2.133 -0.528 -5.589
N 1.487 0.352 -4.178
N 0.140 0.499 -3.846
C -0.586 -0.629 -4.141
O -1.194 -1.821 -4.337
C 2.387 0.987 -3.316
N 1.887 1.797 -2.113
C 3.190 2.312 -1.542
N 4.382 1.781 -2.352
N 3.903 0.992 -3.405
H 3.130 -2.500 -5.550
H 1.110 -1.362 -6.232
H 2.601 0.467 -6.528
H 3.342 3.017 -0.619
H 5.413 1.941 -2.210
H 4.547 0.522 -4.078
C -4.587 -4.879 -1.988
C -3.235 -4.634 -1.373
O -2.791 -5.368 -0.492
C -2.447 -3.455 -1.878
H -5.040 -5.763 -1.526
H -5.238 -4.019 -1.810
H -4.480 -5.061 -3.060
H -3.002 -2.531 -1.695
H -2.245 -3.573 -2.945
H -1.492 -3.401 -1.344
C 3.618 3.027 3.180
C 3.506 4.286 2.361
O 2.752 4.352 1.392
C 4.354 5.459 2.774
H 2.950 2.265 2.766
H 4.643 2.651 3.144
H 3.321 3.228 4.212
H 5.412 5.191 2.721
H 4.090 5.769 3.789
H 4.170 6.297 2.093
C -1.166 -0.901 0.960
C -0.202 0.242 0.790
O 1.006 0.090 0.963
C -0.773 1.579 0.400
H -0.613 -1.804 1.242
H -1.883 -0.669 1.752
H -1.688 -1.091 0.018
H -1.472 1.922 1.167
H -1.277 1.501 -0.566
H 0.039 2.309 0.314
C -3.294 -2.086 4.409
C -3.646 -0.629 4.272
O -3.442 -0.019 3.224
C -4.256 0.053 5.468
H -2.863 -2.445 3.468
H -2.557 -2.217 5.205
H -4.195 -2.667 4.625
H -3.561 0.017 6.311
H -5.199 -0.433 5.731
H -4.458 1.101 5.224
*
```

natural (NBO) atomic charge list, values in e, 6 entries: N -1.271; P 1.322; N -0.558; N -0.340; C 0.857; O -0.430

=====

ORCA calculation (the ωB97M-V functional and the def2-TZVPD basis) on a single C15H16N4O6S2 molecule in a non-equilibrium geometry.

## Properties
Electronic energy   -2048.02168 Eh
LUMO   -0.20 eV

```
! wB97M-V def2-TZVPD RIJCOSX def2/J DEFGRID3
* xyz 0 1
O -2.431 1.987 0.494
O 1.704 -4.682 1.801
O -1.097 -2.330 -1.275
O 0.832 -0.032 -2.284
O 0.186 1.730 -0.774
N 1.837 -1.155 1.307
O -2.839 3.868 -0.817
S 3.403 0.785 2.492
C -2.671 2.540 -0.605
C 2.096 -3.525 1.957
C -0.384 -1.826 -0.452
C 1.447 -2.415 1.185
C 2.851 -0.842 2.216
C 3.478 -1.836 2.946
C -4.164 1.280 -3.853
C -3.190 0.384 -4.269
C -3.974 1.914 -2.639
C -2.033 0.140 -3.550
C -2.877 1.651 -1.811
C -1.843 0.778 -2.326
N 0.399 -2.684 0.313
N 3.135 -3.200 2.848
N -0.513 -0.517 -0.139
C -2.314 4.755 0.208
C 2.452 1.736 1.238
C 3.924 -4.252 3.491
S -0.274 0.499 -1.455
H 4.275 -1.560 3.602
H -5.056 1.482 -4.459
H -3.296 -0.134 -5.199
H -4.708 2.655 -2.354
H -1.285 -0.544 -3.924
H 0.198 -3.662 0.162
H 0.104 -0.244 0.612
H -2.571 5.776 -0.084
H -1.211 4.745 0.283
H -2.738 4.537 1.193
H 2.669 1.286 0.263
H 2.735 2.791 1.330
H 1.387 1.649 1.429
H 4.589 -3.785 4.198
H 3.264 -4.984 3.993
H 4.504 -4.761 2.705
*
```

natural (NBO) atomic charge list, values in e, 6 entries: O -0.575; O -0.630; O -0.594; O -0.896; O -0.947; N -0.496